(1)
Density functional theory data (the ωB97M-V functional and the def2-TZVPD basis) for a 2-piece molecular cluster, C2H8N5 overall.

Geometry as XYZ:
```
15
Properties=species:S:1:pos:R:3:forces:R:3
N 1.268 1.099 0.206 -0.279 -3.804 -0.276
H -0.482 1.776 -0.401 -2.582 -0.804 -0.538
H 2.252 1.232 0.119 0.710 1.082 0.062
N -1.912 0.175 -0.168 1.384 -2.670 -0.034
H 0.459 2.772 0.558 -0.688 1.307 1.076
H -3.634 0.016 0.596 -1.106 0.345 -0.056
H 1.802 -2.050 0.416 0.575 1.811 -0.163
N -2.886 -0.520 0.199 2.426 0.365 0.221
N 0.378 2.085 -0.129 3.100 0.798 -0.811
C -0.095 -0.857 -0.355 -3.522 -1.132 -0.689
C 1.045 -0.228 -0.079 0.031 3.180 1.365
H -2.918 -1.548 0.412 0.497 0.737 -0.624
H 2.789 -1.145 -0.544 0.665 0.229 -0.651
H -0.189 -1.745 -1.021 -0.587 1.004 0.763
N 2.123 -1.062 0.193 -0.625 -2.449 0.355
```
Forces are in eV/Å.

The electronic energy is -9641.353 eV. For the max |F|, the calculation gives 3.8 eV/A. The HOMO energy is -12.19 eV. The energy above the lowest of the compared OMol25 structures with the same formula, charge and spin comes out at 152.8 kcal/mol. The value obtained for the molecular weight is 102.1 g mol⁻¹. The charge is +1.

(2)
Density functional theory data (the ωB97M-V functional and the def2-TZVPD basis) for C2H8N5 as an isolated structure.

Geometry as XYZ:
```
15
Properties=species:S:1:pos:R:3:forces:R:3
C 0.046 1.345 -0.080 -4.056 -1.992 1.347
H 1.061 2.273 -1.316 2.019 0.566 -1.751
H -2.970 -1.676 -0.763 1.702 0.599 1.221
N -2.354 -1.548 0.119 -0.703 0.903 -3.674
N 0.754 -1.440 -0.402 -0.411 -1.047 -0.117
N 1.731 -1.324 0.137 1.182 -0.251 -0.980
H 0.116 3.385 -0.351 0.548 -0.651 0.047
H 3.690 -1.193 0.713 0.498 -1.031 -0.831
H -1.713 -2.310 0.087 0.618 -0.907 0.170
H -3.064 -1.727 0.774 -0.618 0.077 1.991
N -0.780 0.528 0.064 2.494 2.495 -0.426
H 1.532 2.669 0.544 -0.032 -0.133 -1.661
H -1.601 -0.500 0.083 -0.971 -0.697 0.354
N 2.718 -1.009 0.721 -0.921 1.607 1.797
C 0.834 2.527 -0.330 -1.348 0.463 2.515
```
Forces are in eV/Å.

The electronic energy is -9644.613 eV. For the max |F|, the calculation gives 4.7 eV/A. The HOMO energy is -13.61 eV. The energy above the lowest of the compared OMol25 structures with the same formula, charge and spin comes out at 77.6 kcal/mol. The value obtained for the molecular weight is 102.1 g mol⁻¹. The charge is +1.

(3)
Density functional theory data (the ωB97M-V functional and the def2-TZVPD basis) for a 2-piece molecular cluster, C2H8N5 overall.

Geometry as XYZ:
```
15
Properties=species:S:1:pos:R:3:forces:R:3
N -0.209 0.358 0.065 0.005 -0.006 0.096
C -0.299 -0.133 2.537 -0.027 -0.233 0.114
H -1.125 -0.825 2.694 -0.018 -0.067 0.057
H -0.251 0.542 3.387 0.038 -0.081 0.057
N -1.069 2.385 0.196 -0.225 0.858 -1.139
N -0.574 1.467 -0.591 0.029 -0.370 0.501
C -0.530 0.678 1.332 0.524 -0.168 -1.302
H 0.618 -0.931 -1.549 0.103 -0.123 -0.192
N 0.994 -1.456 -2.383 -0.218 0.001 0.591
H 0.535 -2.377 -2.421 0.142 0.273 -0.028
H 2.006 -1.590 -2.262 -0.229 0.059 -0.085
N -1.049 1.920 1.381 -0.122 -0.109 0.898
H -0.478 1.604 -1.587 -0.085 0.101 0.201
H 0.626 -0.699 2.455 0.005 -0.024 0.053
H 0.806 -0.945 -3.253 0.077 -0.110 0.181
```
Forces are in eV/Å.

The electronic energy is -9646.448 eV. For the max |F|, the calculation gives 1.4 eV/A. The HOMO energy is -14.02 eV. The energy above the lowest of the compared OMol25 structures with the same formula, charge and spin comes out at 35.3 kcal/mol. The value obtained for the molecular weight is 102.1 g mol⁻¹. The charge is +1.

(4)
Density functional theory data (the ωB97M-V functional and the def2-TZVPD basis) for an isolated ion of composition C2H8N5 and charge +1.

Geometry as XYZ:
```
15
Properties=species:S:1:pos:R:3:forces:R:3
H -0.667 1.697 0.733 0.007 0.661 3.121
C -0.023 -1.430 0.213 -1.250 2.945 -0.495
H 3.120 -0.285 0.209 -1.731 -1.022 -0.541
N -1.482 0.201 -0.555 1.556 -2.650 0.619
H 1.643 1.046 -0.713 0.662 1.012 -0.962
N 0.995 0.694 -0.065 -2.141 1.363 1.257
H 2.674 -1.878 0.252 0.163 -1.318 0.021
H -0.808 -1.862 -0.315 -0.409 -1.847 -0.678
H -2.449 -0.535 1.058 -0.206 -0.570 1.083
C 1.069 -0.697 -0.032 0.958 0.384 0.395
N -2.476 0.075 0.285 -0.723 2.580 -2.504
N -0.277 1.329 -0.068 0.721 -0.205 -3.711
H -0.394 2.085 -0.793 0.700 -1.232 0.607
N 2.399 -1.002 -0.104 0.963 1.050 0.472
H -3.324 0.561 -0.105 0.730 -1.152 1.317
```
Forces are in eV/Å.

The electronic energy is -9640.246 eV. For the max |F|, the calculation gives 3.8 eV/A. The HOMO energy (alpha / beta) is -13.42 / -13.42 eV. The energy above the lowest of the compared OMol25 structures with the same formula, charge and spin comes out at 178.4 kcal/mol. The value obtained for the molecular weight is 102.1 g mol⁻¹. The charge is +1.

(5)
Density functional theory data (the ωB97M-V functional and the def2-TZVPD basis) for a 2-piece molecular cluster, C2H8N6 overall.

Geometry as XYZ:
```
16
Properties=species:S:1:pos:R:3:forces:R:3
C -1.439 0.126 1.146 -0.172 0.206 -0.276
N 2.207 -0.063 1.325 -3.294 -0.487 3.338
N -0.479 -0.700 0.440 0.494 -0.106 -1.681
N -0.894 -0.963 -0.936 0.045 0.421 -0.813
H -1.001 1.092 1.414 -0.035 0.002 0.099
N -0.025 1.250 -1.269 -0.307 0.037 -0.358
N 1.513 -0.496 -1.157 3.160 1.367 2.151
H 1.676 -1.425 -0.786 -0.404 -0.291 -0.195
H 2.178 0.077 -0.401 -2.041 -1.531 -3.268
H -1.000 1.462 -1.426 0.174 0.041 0.246
C 0.217 -0.078 -0.938 -1.919 -0.512 2.104
N 1.250 -0.223 1.891 4.358 0.828 -1.459
H 0.482 1.935 -0.728 -0.097 0.013 -0.047
H -0.624 -1.907 -1.192 0.045 -0.036 0.063
H -2.341 0.319 0.562 0.023 -0.053 -0.049
H -1.721 -0.405 2.054 -0.028 0.102 0.146
```
Forces are in eV/Å.

The electronic energy is -11142.103 eV. For the max |F|, the calculation gives 4.7 eV/A. The SMILES is CN1NC1(N)N.N#N. The HOMO energy is -8.57 eV. The energy above the lowest of the compared OMol25 structures with the same formula, charge and spin comes out at 45.1 kcal/mol. The value obtained for the molecular weight is 116.1 g mol⁻¹.

(6)
Density functional theory data (the ωB97M-V functional and the def2-TZVPD basis) for one molecule with the formula C2H8N6.

Geometry as XYZ:
```
16
Properties=species:S:1:pos:R:3:forces:R:3
H 0.768 2.171 0.653 -0.275 -0.595 -1.478
N 0.117 0.591 -0.450 -0.163 -1.261 0.237
H -0.172 -1.838 0.584 2.578 1.136 -0.726
H 1.598 -2.183 0.665 -1.613 1.760 -0.692
H 3.152 -0.365 0.394 -1.862 0.587 -0.882
H -1.503 -0.944 -1.640 0.764 0.026 -1.670
N 0.834 -1.500 0.370 -0.898 -2.912 1.256
H -2.614 0.665 1.212 -0.526 0.071 0.067
N -1.687 0.943 0.928 -0.618 -0.514 0.211
N 0.455 1.927 -0.327 1.253 2.208 -0.805
H 1.282 2.106 -1.008 -1.902 -0.531 1.878
C 1.178 -0.234 -0.024 1.030 -1.116 0.472
H -2.774 -0.903 -0.603 0.214 -0.287 -0.058
N 2.382 0.222 -0.046 0.682 -0.352 0.580
C -1.253 0.228 -0.007 2.587 0.742 -0.946
N -1.763 -0.886 -0.703 -1.252 1.036 2.554
```
Forces are in eV/Å.

The electronic energy is -11143.046 eV. For the max |F|, the calculation gives 3.3 eV/A. The SMILES is [H]/N=C(\N)N(N)/C(N)=N/[H]. The HOMO energy is -8.79 eV. The energy above the lowest of the compared OMol25 structures with the same formula, charge and spin comes out at 23.4 kcal/mol. The value obtained for the molecular weight is 116.1 g mol⁻¹.

(7)
Density functional theory data (the ωB97M-V functional and the def2-TZVPD basis) for a 3-piece molecular cluster, C2H8N7O2 overall.

Geometry as XYZ:
```
19
Properties=species:S:1:pos:R:3:forces:R:3
H -0.094 -0.210 1.054 -0.048 -0.157 -0.205
C 4.225 -1.732 -0.052 0.161 -0.058 0.033
N -2.291 -1.865 0.105 -0.652 -1.876 3.271
N 2.478 3.387 0.176 0.342 0.521 0.342
N -2.468 -1.310 -1.020 -0.376 1.625 -3.517
O 5.324 -1.996 -0.172 1.592 -0.389 -0.190
N 0.630 0.666 -1.265 -1.524 -2.782 -1.747
N 0.109 -0.510 -0.896 2.319 0.896 1.152
N 1.410 2.657 -0.171 -0.069 -1.342 -0.489
N 0.067 -0.985 0.410 0.754 1.116 -0.148
H -2.643 -1.532 1.004 -0.031 -0.240 -0.493
H -2.976 -0.424 -0.975 -0.054 -0.350 0.441
H 2.199 4.303 0.512 0.004 -0.197 -0.048
H 0.913 -1.488 0.687 0.041 0.059 -0.431
O 3.114 -1.457 0.072 -1.780 0.442 0.136
C 1.152 1.569 -0.612 0.403 2.373 1.945
H 3.223 3.432 -0.513 -0.239 -0.092 -0.127
H -1.831 -2.771 0.090 -0.296 0.390 0.198
H 0.231 -1.225 -1.604 -0.549 0.062 -0.124
```
Forces are in eV/Å.

The spin multiplicity is 3. The electronic energy is -16716.050 eV. For the max |F|, the calculation gives 3.9 eV/A. The HOMO energy (alpha / beta) is -9.97 / -13.01 eV. The value obtained for the molecular weight is 162.1 g mol⁻¹. The charge is +1.

(8)
Density functional theory data (the ωB97M-V functional and the def2-TZVPD basis) for a 2-piece molecular cluster, C2H8NO overall.

Geometry as XYZ:
```
12
Properties=species:S:1:pos:R:3:forces:R:3
H -0.239 -1.957 -1.099 0.621 1.268 -0.450
N -0.801 -0.157 -0.252 -0.573 -0.418 1.199
H 1.138 -0.846 -0.656 -0.454 -0.036 -0.579
H -0.601 0.814 -0.351 0.380 1.214 0.000
C 0.105 -0.861 -1.099 1.017 -1.553 -0.436
H 0.185 -0.447 -2.154 -0.385 -0.510 1.298
H -1.405 -0.159 1.795 0.886 -0.486 -0.534
H 0.912 3.004 -0.514 0.430 -0.916 1.290
O 1.148 2.419 0.264 -0.661 0.688 -1.350
C -0.494 -0.436 1.185 -1.557 -1.051 -0.229
H 0.312 0.176 1.546 0.710 0.287 0.011
H -0.259 -1.550 1.337 -0.413 1.513 -0.223
```
Forces are in eV/Å.

The electronic energy is -5740.208 eV. For the max |F|, the calculation gives 1.9 eV/A. The HOMO energy is -2.44 eV. The energy above the lowest of the compared OMol25 structures with the same formula, charge and spin comes out at 22.3 kcal/mol. The value obtained for the molecular weight is 62.1 g mol⁻¹. The charge is -1.

(9)
Density functional theory data (the ωB97M-V functional and the def2-TZVPD basis) for a 2-piece molecular cluster, C2H8NO overall.

Geometry as XYZ:
```
12
Properties=species:S:1:pos:R:3:forces:R:3
H 2.691 -1.919 0.686 -0.047 0.752 0.071
H 1.105 -2.350 1.193 -0.851 -0.640 1.434
H -0.592 -0.939 -0.662 0.240 0.708 -0.014
H -1.759 2.777 -0.084 0.784 0.913 0.699
H 1.426 0.307 1.062 0.206 0.502 -0.437
C 1.631 -1.803 0.468 -0.072 0.086 -2.358
H 1.433 -2.377 -0.459 0.099 0.386 0.238
C 1.020 -0.438 0.390 -0.054 -0.659 1.170
H -2.936 2.304 -0.797 1.298 -1.095 -0.021
N -0.097 -0.170 -0.185 0.318 -0.691 -0.173
H -0.559 0.755 -0.167 -0.073 -0.448 -0.060
O -2.005 2.010 -0.577 -1.849 0.187 -0.550
```
Forces are in eV/Å.

The electronic energy is -5734.373 eV. For the max |F|, the calculation gives 2.4 eV/A. The HOMO energy is -16.05 eV. The energy above the lowest of the compared OMol25 structures with the same formula, charge and spin comes out at 11.8 kcal/mol. The value obtained for the molecular weight is 62.1 g mol⁻¹. The charge is +1.

(10)
Density functional theory data (the ωB97M-V functional and the def2-TZVPD basis) for a 2-piece molecular cluster, C2H8NO overall.

Geometry as XYZ:
```
12
Properties=species:S:1:pos:R:3:forces:R:3
H -2.425 1.128 1.730 -0.218 -0.062 -0.028
H -1.797 -0.269 1.032 0.267 0.125 -0.043
H 1.943 0.859 -0.425 -0.004 -0.062 0.041
H -3.050 0.483 0.291 -0.066 0.240 0.127
H 2.888 -0.391 -1.200 0.047 -0.309 -0.161
O -0.228 -0.332 -0.561 0.095 -0.207 0.342
H -1.543 1.201 0.312 0.163 -0.275 -0.080
C 0.845 -0.875 -0.766 -0.226 0.308 -0.452
C 2.136 -0.218 -0.437 0.291 0.977 -0.086
H 0.835 -1.805 -1.354 0.188 -0.188 0.278
N -2.213 0.649 0.855 -0.203 -0.039 -0.003
H 2.609 -0.430 0.523 -0.335 -0.509 0.067
```
Forces are in eV/Å.

The electronic energy is -5734.456 eV. For the max |F|, the calculation gives 1.0 eV/A. The HOMO energy is -14.34 eV. The energy above the lowest of the compared OMol25 structures with the same formula, charge and spin comes out at 9.9 kcal/mol. The value obtained for the molecular weight is 62.1 g mol⁻¹. The charge is +1.

(11)
Density functional theory data (the ωB97M-V functional and the def2-TZVPD basis) for a 2-piece molecular cluster, C2H8NO overall.

Geometry as XYZ:
```
12
Properties=species:S:1:pos:R:3:forces:R:3
H -0.543 1.235 -1.345 -0.776 -0.259 -0.302
C -0.787 -0.796 -1.116 -1.721 2.447 -0.067
H -1.845 -0.916 -1.407 0.617 -0.977 -0.177
N 0.388 1.115 1.679 0.792 0.078 -1.006
H -0.502 1.501 2.005 -0.066 0.316 -0.468
H 0.565 0.329 2.307 0.599 0.047 0.039
O -0.607 0.478 -0.725 1.264 -1.034 -0.270
H 0.404 0.810 0.655 -0.744 0.252 1.735
H 0.210 -2.610 -1.665 -0.278 -0.200 0.506
H 1.300 -1.305 -0.969 -0.097 -0.061 0.586
H 1.131 1.834 1.690 -0.241 -0.231 0.859
C 0.287 -1.675 -1.109 0.650 -0.377 -1.435
```
Forces are in eV/Å.

The spin multiplicity is 2. The electronic energy is -5719.706 eV. For the max |F|, the calculation gives 3.0 eV/A. The HOMO energy (alpha / beta) is -22.01 / -22.92 eV. The energy above the lowest of the compared OMol25 structures with the same formula, charge and spin comes out at 20.0 kcal/mol. The value obtained for the molecular weight is 62.1 g mol⁻¹. The charge is +2.

(12)
Density functional theory data (the ωB97M-V functional and the def2-TZVPD basis) for C2H8NO2 as an isolated structure.

Geometry as XYZ:
```
13
Properties=species:S:1:pos:R:3:forces:R:3
C -0.726 -2.020 -0.096 0.478 -0.268 0.586
O 0.427 -1.367 0.309 -0.141 -0.146 0.388
H 1.790 1.352 -0.750 0.106 0.240 -0.268
H -0.693 2.421 -0.042 -0.095 0.217 0.553
H -0.926 -1.840 -1.156 -0.547 0.167 -0.248
H -1.582 -1.771 0.553 -0.254 0.313 -0.397
H 0.671 0.332 -0.980 -0.454 0.165 -0.164
O -0.236 0.791 1.132 -0.831 -0.171 0.966
H 0.080 -0.313 0.864 0.407 0.097 -0.927
H -0.670 -3.119 0.002 0.296 -0.158 -0.039
N 0.797 1.353 -0.980 0.519 -0.490 0.729
C 0.143 1.803 0.321 0.651 -0.801 -1.191
H 0.927 2.378 0.824 -0.135 0.835 0.012
```
Forces are in eV/Å.

The electronic energy is -7788.479 eV. For the max |F|, the calculation gives 1.6 eV/A. The HOMO energy is -3.71 eV. The energy above the lowest of the compared OMol25 structures with the same formula, charge and spin comes out at 16.3 kcal/mol. The value obtained for the molecular weight is 78.1 g mol⁻¹. The charge is -1.